The following is a DFT calculation (ωB97M-V/def2-TZVPD) of a structure of composition C19H39NOP2Pt in a non-equilibrium geometry.

The value obtained for the orbital gap (alpha / beta) is 3.8 / 5.9 eV. The spin multiplicity is 5. The calculation puts the lowest unoccupied orbital energy (alpha / beta) at 0.61 / -0.77 eV.

```
63
C19H39NOP2Pt ωB97M-V/def2-TZVPD
Pt -0.27531 -0.00230 -0.00272
P 2.43549 -0.74225 -0.43508
P -2.52413 -0.20229 -0.27285
N 0.35000 1.01792 -1.51220
H 1.38239 0.00450 0.38169
C 2.48421 -2.16292 -1.48010
H 3.52683 -2.51286 -1.52759
H 2.18433 -1.88210 -2.49891
H 1.84402 -2.97762 -1.12747
C 3.35364 -0.91512 1.09531
H 4.38013 -1.17651 0.82443
H 2.90813 -1.68004 1.73704
H 3.28778 0.03466 1.64075
C 3.07043 0.65964 -1.32925
H 4.15616 0.64007 -1.28126
H 2.67634 1.59106 -0.91837
H 2.74306 0.58334 -2.36753
C -3.14603 -1.71175 -1.06283
H -4.24537 -1.63285 -1.02332
H -2.80313 -2.61483 -0.53009
H -2.80043 -1.69432 -2.10871
C -3.51375 0.01479 1.20312
H -4.48425 0.28361 0.76720
H -3.13375 0.80708 1.86202
H -3.54106 -0.95770 1.70869
C -3.05191 1.15514 -1.33420
H -4.13104 1.25723 -1.17882
H -2.83300 0.88189 -2.37162
H -2.53728 2.08153 -1.05488
C 0.06789 1.64425 -2.62361
C -0.14343 1.62471 -5.05163
C -0.06874 0.92933 -3.85910
C -0.08609 3.05944 -2.65434
C -0.16600 3.72819 -3.85484
C -0.17898 3.02386 -5.06945
H -0.16624 1.08325 -5.99956
H -0.06712 -0.15607 -3.86626
H -0.08391 3.62830 -1.72626
H -0.20154 4.81915 -3.85887
H -0.22183 3.55598 -6.03120
C -0.79413 -3.40954 2.22376
O -1.97377 -3.07714 2.39876
C -0.28551 -4.13709 0.97313
H -0.46072 -5.22931 0.82476
H 0.81096 -4.03674 0.98255
H -0.63153 -3.52317 0.13813
C 0.33553 -2.92854 3.11554
H 0.21334 -3.08714 4.19803
H 0.44793 -1.84561 3.00415
H 1.29636 -3.41097 2.90951
C 1.30758 2.27693 3.37697
C 0.56205 1.09405 2.75915
C -0.63913 0.70895 3.61141
C 0.20165 1.49191 1.32042
H 0.63963 3.14450 3.37533
H 2.17485 2.54298 2.76380
H 1.65821 2.09455 4.40059
H 1.26113 0.25306 2.75364
H -1.36125 1.53656 3.65259
H -1.14547 -0.16736 3.19900
H -0.32807 0.46587 4.63853
H -0.72881 2.04981 1.28907
H 0.99262 2.10605 0.88384
```

***

The following is a DFT calculation (ωB97M-V/def2-TZVPD) of a structure of composition C49H50GeN8O2PPbS5 in a non-equilibrium geometry.

The value obtained for the energy above the lowest of the compared OMol25 structures with the same formula, charge and spin is 0.0 kJ/mol. The value obtained for the orbital gap is 6.2 eV. Its charge is -1. The calculation puts the lowest unoccupied orbital energy at 1.98 eV.

```
117
C49H50GeN8O2PPbS5 ωB97M-V/def2-TZVPD
Pb -1.18080 0.90214 -1.43127
O -7.29242 2.22927 -5.25111
C -6.27581 1.96064 -4.67943
S -4.64640 2.34333 -5.30580
C -3.74073 1.66494 -3.93079
C -4.41791 1.04506 -2.98026
S -3.85008 0.26312 -1.50770
S -6.17911 1.05910 -3.12902
S -2.05308 2.03025 -4.02455
N 2.37409 -0.94892 -1.85195
C 2.44737 -0.37385 -2.98352
C 2.21471 1.10810 -3.02180
C 1.35516 1.59794 -4.01775
C 1.08474 2.93318 -4.04218
C 1.68213 3.78375 -3.14226
C 2.53122 3.31936 -2.15600
C 2.80387 1.96527 -2.12911
C 2.69488 -1.00675 -4.32728
C 1.76666 -1.93144 -4.75265
C 1.85863 -2.51379 -5.99618
C 2.90349 -2.20924 -6.84086
C 3.83136 -1.23971 -6.43961
C 3.70529 -0.62290 -5.20275
H 0.86893 0.90105 -4.71179
H 0.27752 3.30030 -4.61496
H 1.35374 4.79457 -3.09547
H 2.95948 4.01144 -1.43517
H 3.38732 1.48767 -1.36286
H 0.85412 -2.14230 -4.17805
H 1.09495 -3.19256 -6.30331
H 3.01016 -2.65468 -7.83505
H 4.61422 -0.91854 -7.09926
H 4.40649 0.14987 -4.89032
C -2.68548 -5.57636 8.32154
C -2.06060 -4.88758 7.15622
O -0.85571 -4.78790 7.03361
S -3.31483 -4.21414 6.05181
C -2.43423 -3.19897 4.92946
C -2.65583 -3.49560 3.59616
C -2.10744 -2.70616 2.62071
C -1.45172 -1.52896 2.97240
C -1.02474 -1.36185 4.29947
C -1.58457 -2.16556 5.29507
C -1.12188 -0.65211 1.91063
C -1.21969 0.11928 0.95607
H -2.19455 -5.13763 9.16678
H -2.39223 -6.61458 8.32106
H -3.77041 -5.54400 8.40003
H -3.28078 -4.32229 3.34752
H -2.28516 -2.87697 1.56284
H -0.44483 -0.45376 4.55491
H -1.38798 -1.92972 6.32353
Ge 2.23182 -2.78896 -1.53591
C 2.49875 -3.09544 0.39592
C 3.76785 -3.09564 0.92663
C 3.95460 -3.39759 2.29591
C 2.82818 -3.71168 3.05992
C 1.53038 -3.63242 2.54339
C 1.36421 -3.37308 1.15488
C 0.46026 -3.40629 -2.03427
C 0.28908 -4.42554 -2.90555
C -0.95952 -4.75706 -3.48601
C -2.11963 -4.06984 -3.08982
C -1.98439 -3.05355 -2.10208
C -0.72040 -2.73169 -1.64260
H 3.18560 -3.58203 -2.30645
H 4.61852 -2.81765 0.34150
H 4.96083 -3.44975 2.75470
H 2.96747 -4.01702 4.07323
H 0.69243 -3.78519 3.18195
H 0.37911 -3.33140 0.71718
H 1.19458 -5.00682 -3.24063
H -0.98150 -5.55757 -4.21928
H -3.07556 -4.36098 -3.47946
H -2.83868 -2.46589 -1.84288
H -0.68447 -1.95556 -0.89259
C 3.28107 -0.25122 4.14244
C 4.05795 -0.06667 2.83997
C 5.18782 0.91562 3.10135
C 3.10211 0.23955 1.63136
N 2.53166 1.59727 1.70588
C 1.30797 1.98235 1.96216
N 1.21636 3.29780 1.87348
N 2.47531 3.70424 1.51534
N 3.26984 2.68837 1.41432
H 3.98335 -0.55986 4.99508
H 2.44517 -0.98137 3.96870
H 2.78654 0.66804 4.47298
H 4.51737 -1.06016 2.54073
H 4.74982 1.88482 3.42572
H 5.79555 1.15709 2.19437
H 5.89296 0.45198 3.77628
H 2.29883 -0.52760 1.59505
H 3.62551 0.15839 0.67968
H 0.47238 1.33442 2.07741
C -4.57352 5.02602 0.22800
N -3.98797 5.38914 -1.06034
C -2.92918 6.39415 -0.76734
N -1.88769 6.02595 0.17439
C -2.57779 5.58068 1.44425
N -3.62930 4.57031 1.25557
C -3.06302 3.22636 0.97491
P -2.11907 3.35310 -0.59696
C -3.40347 4.14607 -1.71307
C -1.06884 4.88651 -0.35008
H -5.33197 4.25008 0.11933
H -5.10769 5.92209 0.59508
H -3.45879 7.23745 -0.34979
H -2.52398 6.75245 -1.69089
H -3.02751 6.44445 1.86077
H -1.82479 5.24014 2.13820
H -3.81739 2.45960 0.83305
H -2.35134 2.94438 1.74105
H -4.22784 3.43556 -1.86924
H -2.91999 4.46729 -2.63628
H -0.67864 5.05010 -1.37986
H -0.21885 4.67294 0.31950
```

***

The following is a DFT calculation (ωB97M-V/def2-TZVPD) of the molecule C3H5NO.

The value obtained for the energy above the lowest of the compared OMol25 structures with the same formula, charge and spin is 143.6 kJ/mol. The value obtained for the orbital gap is 11.1 eV. The SMILES is O=C[C@H]1CN1. The calculation puts the lowest unoccupied orbital energy at 0.88 eV.

```
10
C3H5NO ωB97M-V/def2-TZVPD
O -1.68329 -0.84013 0.52194
C -0.67146 -1.16457 -0.06803
C 0.57909 -0.35866 0.02140
C 0.32741 1.04888 -0.41057
N 0.54117 0.72658 0.98443
H -0.65759 -2.04873 -0.72715
H 1.52592 -0.87076 -0.13308
H 1.08946 1.65633 -0.89987
H -0.69204 1.17969 -0.75069
H -0.35866 0.67138 1.46161
```

***

The following is a DFT calculation (ωB97M-V/def2-TZVPD) of a cluster of 4 separate species, C9H25ClFN7O4PS in total in a non-equilibrium geometry.

The value obtained for the orbital gap is 6.4 eV. Its charge is -1. The calculation puts the lowest unoccupied orbital energy at 1.67 eV.

```
49
C9H25ClFN7O4PS ωB97M-V/def2-TZVPD
C -3.16950 -6.28269 -2.73814
C -3.26532 -5.61070 -4.12360
F -2.18087 -6.01676 -4.90728
P -3.57868 -3.72653 -4.08448
S -5.77854 -4.23079 -4.27355
C -1.74575 -3.26424 -3.93178
C -1.19369 -3.34062 -2.47988
C -1.60277 -2.11776 -1.65601
Cl -0.30524 -1.73800 -0.42575
N -3.47386 -3.76289 -5.96922
C -3.35501 -2.67245 -6.46544
O -3.07985 -1.60881 -6.90516
H -3.59371 -7.29230 -2.77924
H -2.11023 -6.37001 -2.46484
H -3.68922 -5.70992 -1.96805
H -4.15325 -6.06053 -4.58593
H -3.92850 -2.31663 -4.09722
H -3.78547 -3.69973 -2.64930
H -6.44192 -3.17709 -3.74459
H -1.68454 -2.19473 -4.19116
H -1.07095 -3.77068 -4.62825
H -0.09906 -3.29000 -2.57633
H -1.40918 -4.29269 -1.99005
H -2.56770 -2.23590 -1.16347
H -1.65575 -1.23365 -2.29203
C 2.95937 1.29743 1.42073
O 3.66495 2.16723 1.91878
N 3.11599 0.87557 0.13584
N 1.96190 0.68170 2.11229
H 2.54619 0.16724 -0.29011
H 3.84071 1.30930 -0.40379
H 1.81412 0.96975 3.06049
H 1.37752 -0.03337 1.72154
C 2.31980 5.93334 2.73910
O 1.31474 5.74806 2.06696
N 3.31395 5.01170 2.85608
N 2.53031 7.09008 3.44044
H 4.13530 5.16289 3.41136
H 3.21054 4.13843 2.36110
H 1.81922 7.79363 3.38533
H 3.34552 7.25443 4.00261
C 3.48768 5.38329 6.35924
O 4.14846 6.15486 5.68011
N 3.84543 4.08029 6.53990
N 2.33918 5.76539 6.98606
H 3.31714 3.43018 7.08856
H 4.68373 3.76729 6.08721
H 2.04722 6.71697 6.86676
H 1.77953 5.15043 7.54416
```

***

The following is a DFT calculation (ωB97M-V/def2-TZVPD) of a structure of composition C28H26IrNOS3.

The value obtained for the energy above the lowest of the compared OMol25 structures with the same formula, charge and spin is 0.0 kJ/mol. The value obtained for the orbital gap (alpha / beta) is 6.9 / 6.2 eV. Its charge is +1. The spin multiplicity is 2. The calculation puts the lowest unoccupied orbital energy (alpha / beta) at -3.49 / -4.66 eV.

```
60
C28H26IrNOS3 ωB97M-V/def2-TZVPD
Ir -0.49788 0.55442 0.10191
C -0.24934 2.52540 4.24843
C -0.20529 2.23300 2.77643
S -0.50060 0.61306 2.33461
C 0.06292 3.17497 1.81144
C 0.33338 4.62007 2.11893
S 0.10260 2.73471 0.17103
H -0.50850 1.63104 4.81329
H -0.99041 3.29447 4.47064
H 0.71940 2.88125 4.60379
H 0.47008 4.78361 3.18546
H -0.49962 5.23992 1.78254
H 1.22770 4.96505 1.60024
O 1.53108 -0.16929 0.15163
S 2.53378 0.25655 1.23614
C 4.10822 0.03148 0.45715
C 5.06327 1.01337 0.66607
C 6.31710 0.86262 0.08780
C 6.58496 -0.24868 -0.69509
C 5.60939 -1.21905 -0.90701
C 4.36190 -1.08727 -0.32596
C 2.55073 -1.09636 2.39598
C 3.20644 -0.91068 3.60400
C 3.22182 -1.94891 4.52147
C 2.57548 -3.14341 4.22902
C 1.91247 -3.30583 3.02079
C 1.89593 -2.27636 2.09059
H 4.83065 1.88541 1.26468
H 7.07586 1.61754 0.24118
H 7.55963 -0.36203 -1.15033
H 5.82770 -2.07975 -1.52434
H 3.59191 -1.83169 -0.48034
H 3.70021 0.02826 3.82586
H 3.73206 -1.82423 5.46677
H 2.58468 -3.94932 4.95036
H 1.40523 -4.23623 2.80228
H 1.37305 -2.37292 1.14886
C -2.21020 -3.17098 0.93297
C -3.28160 -2.31499 1.26684
C -3.40845 -1.07436 0.70348
C -2.45761 -0.65908 -0.25227
C -1.42685 -1.54000 -0.65979
C -1.30303 -2.79496 -0.01893
N -2.26722 0.65602 -0.66063
C -3.32091 1.60789 -0.65237
C -3.44522 2.52625 0.38206
C -4.47759 3.45261 0.35602
C -5.38798 3.45327 -0.69072
C -5.26465 2.52501 -1.71569
C -4.23006 1.60295 -1.70296
H -2.13962 -4.14263 1.40216
H -4.00922 -2.64181 1.99848
H -4.19834 -0.39503 0.99571
H -0.91356 -1.36704 -1.59945
H -0.52824 -3.47897 -0.34062
H -2.73539 2.50351 1.20043
H -4.57533 4.17070 1.15957
H -6.19254 4.17575 -0.70883
H -5.97171 2.52419 -2.53436
H -4.11402 0.88482 -2.50471
```

***

The following is a DFT calculation (ωB97M-V/def2-TZVPD) of a structure of composition C3H4KO4 in a non-equilibrium geometry.

The value obtained for the energy above the lowest of the compared OMol25 structures with the same formula, charge and spin is 0.0 kJ/mol. The value obtained for the orbital gap (alpha / beta) is 7.0 / 7.0 eV. The spin multiplicity is 2. The calculation puts the lowest unoccupied orbital energy (alpha / beta) at -0.82 / -0.83 eV.

```
12
C3H4KO4 ωB97M-V/def2-TZVPD
O -3.86951 -1.34058 3.57315
C -2.61489 -1.71420 3.14331
C -4.88718 -0.94171 2.64011
O -2.51580 -2.17289 1.98133
O -1.72341 -1.26086 3.88460
C -4.62461 0.36055 1.99106
H -5.80330 -0.86002 3.23951
H -5.01476 -1.76212 1.92002
H -4.78135 1.32952 2.46476
O -3.96944 0.33210 0.73471
H -4.15750 1.14093 0.24818
K -2.78584 -1.59835 -0.26201
```

***

| no. | electronic energy (eV) |
| --- | --- |
| 1 | -45689.7814 |
| 2 | -192868.2937 |
| 3 | -6728.0840 |
| 4 | -63727.2158 |
| 5 | -68334.0949 |
| 6 | -27689.5145 |